{
  "formula": "C40H31Br2ClN4OS2Tc",
  "method": "the ωB97M-V functional and the def2-TZVPD basis",
  "charge": 2,
  "homo_energy_ev": [-12.6, -12.6],
  "s_squared": 3.80,
  "multiplicity": 4,
  "total_energy_ev": -226455.759,
  "homo_lumo_gap_ev": [6.54, 5.77],
  "relative_energy_ev": 0.000,
  "symbols": ["Tc", "Br", "C", "C", "C", "N", "C", "C", "C", "C", "C", "Br", "C", "C", "N", "H", "H", "H", "H", "H", "H", "S", "C", "C", "C", "C", "C", "C", "N", "C", "C", "C", "C", "C", "C", "C", "C", "N", "C", "C", "C", "C", "C", "S", "C", "H", "H", "H", "H", "H", "H", "H", "H", "H", "H", "H", "H", "Cl", "C", "C", "C", "C", "C", "C", "C", "H", "H", "H", "H", "H", "H", "C", "C", "C", "O", "H", "H", "H", "H", "H", "H", "H"],
  "coordinates": [[-0.4451, -0.1585, 0.2317], [-6.3493, -1.2109, 3.2524], [-4.6968, -0.9591, 2.3816], [-4.0206, -2.0344, 1.8087], [-2.8178, -1.7927, 1.1811], [-2.2628, -0.5790, 1.1066], [-2.9199, 0.4698, 1.6491], [-4.1389, 0.3074, 2.2952], [-2.2334, 1.7540, 1.4976], [-2.7375, 2.9494, 1.9854], [-2.0271, 4.1249, 1.7919], [-2.6944, 5.7618, 2.4304], [-0.8088, 4.0609, 1.1159], [-0.3722, 2.8404, 0.6631], [-1.0474, 1.6886, 0.8305], [-4.4254, -3.0330, 1.8529], [-2.2579, -2.5954, 0.7197], [-4.6534, 1.1475, 2.7306], [-3.6745, 2.9796, 2.5166], [-0.2250, 4.9533, 0.9503], [0.5698, 2.7680, 0.1367], [6.2894, 1.3666, -1.7253], [7.3718, 1.1268, -0.4332], [6.7367, 0.7488, 0.7144], [5.3461, 0.6493, 0.5510], [4.9271, 0.9576, -0.7251], [3.5849, 0.9446, -1.2539], [2.4977, 0.6428, -0.4085], [1.2511, 0.5240, -0.8273], [0.9913, 0.7397, -2.1430], [1.9917, 1.1017, -3.0645], [1.6201, 1.2871, -4.4352], [0.3478, 1.0949, -4.8526], [-0.6857, 0.7180, -3.9351], [-2.0149, 0.5114, -4.3040], [-2.9659, 0.1584, -3.3448], [-2.5127, 0.0012, -2.0208], [-1.2591, 0.1864, -1.6485], [-0.3436, 0.5494, -2.5786], [-4.3582, -0.0452, -3.6711], [-5.3916, -0.4236, -2.8425], [-6.6263, -0.5174, -3.5046], [-6.5332, -0.2077, -4.8305], [-4.9438, 0.1986, -5.2891], [3.3028, 1.2010, -2.5954], [8.4259, 1.2761, -0.5813], [7.2488, 0.5568, 1.6415], [4.6861, 0.3564, 1.3507], [2.6563, 0.4886, 0.6501], [2.3912, 1.5701, -5.1365], [0.0811, 1.2226, -5.8918], [-2.3069, 0.6294, -5.3386], [-3.2048, -0.2879, -1.2440], [-5.2737, -0.6348, -1.7922], [-7.5466, -0.8073, -3.0269], [-7.3213, -0.2018, -5.5624], [4.0947, 1.4599, -3.2840], [0.9348, 1.8820, 3.8041], [1.6313, 0.3706, 4.2671], [2.6250, 0.3490, 5.2219], [3.2255, -0.8562, 5.5700], [2.8381, -2.0372, 4.9346], [1.8376, -2.0209, 3.9963], [1.1517, -0.8244, 3.6597], [-0.0141, -0.8427, 2.8782], [2.9327, 1.2663, 5.7029], [3.9914, -0.8760, 6.3319], [3.3102, -2.9705, 5.2027], [1.5103, -2.9431, 3.5398], [-0.6942, -0.0157, 3.0275], [-0.4317, -1.8111, 2.6441], [2.2333, -2.8723, 0.4963], [0.9623, -2.9310, -0.3739], [1.3093, -2.7922, -1.8624], [0.0602, -1.9429, 0.0028], [3.1094, -3.1235, -0.0965], [2.1735, -3.5579, 1.3375], [2.3432, -1.8588, 0.8802], [0.4609, -3.9000, -0.2300], [1.9399, -1.9188, -2.0263], [0.3996, -2.6806, -2.4524], [1.8441, -3.6774, -2.2002]]
}